[1]
ORCA calculation (ωB97M-V with the def2-TZVPD basis set) on a structure of composition C35H37N3OPdSiTe in a non-equilibrium geometry.

The charge is +2. For the total energy, the calculation gives -62044.5870 eV. The calculation puts the HOMO energy (spin up / spin down) at -12.614 / -13.756 eV. The calculation puts the relative energy (zero: lowest compared OMol25 entry of this formula, charge and spin) at 25.8 kcal per mole. The multiplicity is 5. For the lowest unoccupied orbital energy (spin up / spin down), the calculation gives -5.4125 / -8.4148 eV. As for the expectation value of S²: 6.07. Its frontier orbital gap (spin up / spin down) is 0.265 / 0.196 hartree.

Geometry (Å):
Pd  -0.10  -0.45  -0.46
C  -0.46  3.98  -4.51
Si  -1.41  2.36  -4.48
C  -0.84  1.27  -5.90
C  -3.28  2.60  -4.50
C  -1.04  1.52  -2.84
C  -0.75  0.90  -1.81
H  -0.64  4.48  -5.46
H  0.61  3.81  -4.40
H  -0.79  4.64  -3.71
H  -1.00  1.80  -6.84
H  -1.39  0.33  -5.94
H  0.23  1.05  -5.82
H  -3.56  3.18  -5.38
H  -3.61  3.15  -3.61
H  -3.81  1.65  -4.54
C  -3.37  -5.00  -2.87
N  -2.47  -3.97  -2.40
C  -1.03  -4.04  -2.54
C  -0.62  -2.74  -1.88
O  0.53  -2.31  -1.75
N  -1.71  -2.09  -1.42
C  -2.77  -2.85  -1.73
N  -4.01  -2.49  -1.40
H  -2.96  -5.43  -3.78
H  -4.34  -4.57  -3.12
H  -3.50  -5.79  -2.14
H  -0.72  -4.07  -3.59
H  -0.60  -4.90  -2.03
H  -4.14  -1.59  -0.97
H  -4.81  -3.04  -1.65
Te  0.91  1.59  1.01
C  1.42  3.09  -0.39
C  2.56  2.94  -1.17
C  2.97  3.99  -1.97
C  2.25  5.18  -2.00
C  1.10  5.31  -1.23
C  0.68  4.26  -0.42
C  1.92  2.70  2.60
C  3.27  2.49  2.84
C  3.89  3.23  3.84
C  3.16  4.15  4.58
C  1.81  4.34  4.33
C  1.17  3.61  3.33
H  3.13  2.02  -1.15
H  3.88  3.89  -2.56
H  2.58  6.00  -2.62
H  0.53  6.23  -1.25
H  -0.21  4.37  0.19
H  3.83  1.77  2.25
H  4.94  3.08  4.03
H  3.64  4.71  5.36
H  1.24  5.06  4.90
H  0.12  3.75  3.13
C  3.37  -3.58  4.89
C  3.97  -3.68  3.64
C  3.34  -3.16  2.53
C  2.08  -2.55  2.65
C  1.51  -2.41  3.93
C  2.15  -2.93  5.03
C  1.42  -2.12  1.44
C  0.11  -1.76  1.26
C  -1.09  -2.15  1.92
C  -1.23  -3.45  2.49
C  -2.40  -3.82  3.09
C  -3.47  -2.94  3.17
C  -3.37  -1.67  2.60
C  -2.21  -1.29  1.96
H  3.87  -3.99  5.76
H  4.93  -4.17  3.53
H  3.81  -3.24  1.55
H  0.57  -1.88  4.04
H  1.70  -2.82  6.01
H  2.08  -2.06  0.58
H  -0.39  -4.13  2.43
H  -2.49  -4.81  3.52
H  -4.39  -3.23  3.66
H  -4.20  -0.98  2.66
H  -2.13  -0.31  1.51

---

[2]
ORCA calculation (ωB97M-V with the def2-TZVPD basis set) on a cluster of 2 separate species, C5H10O2 in total.

For the total energy, the calculation gives -9440.6634 eV. The calculation puts the HOMO energy at -10.026 eV. The calculation puts the relative energy (zero: lowest compared OMol25 entry of this formula, charge and spin) at 54.9 kcal per mole. For the lowest unoccupied orbital energy, the calculation gives 0.9203 eV. Its frontier orbital gap is 0.402 hartree.

Geometry (Å):
O  2.83  -1.12  -0.02
C  1.56  -1.27  0.56
C  0.47  0.15  -1.21
C  0.44  -1.15  -0.47
C  -2.41  0.87  0.71
C  -1.60  1.89  0.40
O  1.32  1.01  -1.06
H  2.86  -0.21  -0.35
H  1.39  -0.53  1.36
H  1.54  -2.27  1.01
H  -0.35  0.30  -1.95
H  -0.54  -1.23  0.00
H  0.51  -1.96  -1.21
H  -2.32  0.34  1.65
H  -3.20  0.54  0.04
H  -0.81  2.22  1.07
H  -1.69  2.43  -0.54

---

The lowest relative energy (zero: lowest compared OMol25 entry of this formula, charge and spin) belongs to which entry?
C35H37N3OPdSiTe